(1)
Here is a cluster of 2 separate species, C4H12OS in total in a non-equilibrium geometry from OMol25. Energies are from the ωB97M-V functional and the def2-TZVPD basis.

Its orbital gap is 9.078 eV. The value obtained for the total energy is -17224.2946 eV. The SMILES is CCCSC.O. The value obtained for the energy above the lowest of the compared OMol25 structures with the same formula, charge and spin is 120.60 kJ/mol. For the HOMO energy, the calculation gives -8.42 eV.

Last columns: bonded neighbours and bond lengths (Å).
Atoms and positions in Å:
1 C 1.63851 -0.35353 -1.53718  C2 1.465, H6 1.075, H7 1.135, H8 1.177
2 C 1.10629 -1.47163 -0.75452  C1 1.465, C3 1.631, H9 1.106, H10 1.051
3 C 0.08351 -0.96532 0.41052  C2 1.631, S4 1.840, H11 1.115, H12 1.127
4 S 0.88359 -0.16568 1.86130  C3 1.840, C5 1.877
5 C -0.73500 0.34508 2.66328  S4 1.877, H13 1.149, H14 1.102, H15 1.026
6 H 0.87299 0.39046 -1.66323  C1 1.075
7 H 2.24542 -0.67283 -2.44186  C1 1.135
8 H 2.34554 0.29664 -0.85682  C1 1.177
9 H 0.53294 -2.08187 -1.47711  C2 1.106
10 H 1.85287 -2.12176 -0.40252  C2 1.051
11 H -0.71427 -0.33660 -0.05000  C3 1.115
12 H -0.50131 -1.83650 0.82052  C3 1.127
13 H -1.43629 1.00866 2.03997  C5 1.149
14 H -0.35576 0.98653 3.47478  C5 1.102
15 H -1.19462 -0.53073 2.93484  C5 1.026
16 H -2.51198 2.38600 -1.02205  O18 0.934
17 H -2.32689 2.63507 -2.40049  O18 0.978
18 O -1.78551 2.48803 -1.59942  H16 0.934, H17 0.978

Results of the Mulliken charge analysis, in e, for atoms 1 through 5:
1. C -0.93
2. C -0.53
3. C -0.58
4. S -0.06
5. C -0.77

=====

(2)
Here is a cluster of 2 separate species, C4H12OS2 in total in a non-equilibrium geometry from OMol25. Energies are from the ωB97M-V functional and the def2-TZVPD basis.

Its orbital gap is 9.216 eV. The value obtained for the total energy is -28060.5107 eV. The SMILES is CCCSSC.O. The value obtained for the energy above the lowest of the compared OMol25 structures with the same formula, charge and spin is 34.28 kJ/mol. For the HOMO energy, the calculation gives -8.69 eV.

Last columns: bonded neighbours and bond lengths (Å).
Atoms and positions in Å:
1 C 0.86229 -1.30360 0.43971  C2 1.511, C3 1.527, H7 1.086, H8 1.085
2 C 0.92032 -2.04378 1.75603  C1 1.511, H9 1.085, H10 1.090, H11 1.098
3 C 0.19609 0.06831 0.52004  C1 1.527, S4 1.822, H12 1.080, H13 1.093
4 S -1.49917 0.01411 1.18600  C3 1.822, S5 2.079
5 S -2.61052 -0.07191 -0.56851  S4 2.079, C6 1.779
6 C -3.34209 1.54935 -0.56323  S5 1.779, H14 1.078, H15 1.103, H16 1.086
7 H 0.34445 -1.89740 -0.30762  C1 1.086
8 H 1.85680 -1.14456 0.03593  C1 1.085
9 H 0.95139 -1.41734 2.64082  C2 1.085
10 H 1.64306 -2.85755 1.81893  C2 1.090
11 H -0.03157 -2.57538 1.88929  C2 1.098
12 H 0.22694 0.48242 -0.47667  C3 1.080
13 H 0.71827 0.75767 1.18844  C3 1.093
14 H -3.86542 1.76489 0.35480  C6 1.078
15 H -4.17973 1.57685 -1.28068  C6 1.103
16 H -2.66077 2.36568 -0.78567  C6 1.086
17 H 3.02735 2.19926 -2.46607  O19 0.965
18 H 3.79786 0.88096 -2.41437  O19 0.961
19 O 3.64444 1.65202 -2.96717  H17 0.965, H18 0.961

Results of the Mulliken charge analysis, in e, for atoms 1 through 5:
1. C -0.16
2. C -1.19
3. C -0.82
4. S -0.09
5. S -0.08

=====

(3)
Here is an isolated molecule of C4H12OSSi in a non-equilibrium geometry from OMol25. Energies are from the ωB97M-V functional and the def2-TZVPD basis.

Its orbital gap is 9.729 eV. The value obtained for the total energy is -25102.5082 eV. The SMILES is CCO[Si@H](C)CS. The value obtained for the energy above the lowest of the compared OMol25 structures with the same formula, charge and spin is 146.95 kJ/mol. For the HOMO energy, the calculation gives -9.05 eV.

Last columns: bonded neighbours and bond lengths (Å).
Atoms and positions in Å:
1 C 1.85390 -2.38681 -0.37950  C3 1.583, H8 1.115, H9 1.130, H10 1.090
2 C 0.08024 2.57093 0.09764  Si6 1.906, H11 1.038, H12 1.075, H13 1.005
3 C 1.41755 -1.04028 0.32964  C1 1.583, O5 1.407, H14 1.061, H15 1.225
4 C -2.02090 0.52830 0.23698  Si6 1.931, S7 1.843, H16 1.165, H17 1.117
5 O 0.75212 -0.31946 -0.67925  C3 1.407, Si6 1.640
6 Si -0.35879 0.88655 -0.67821  C2 1.906, C4 1.931, O5 1.640, H18 1.546
7 S -2.67686 -1.16994 -0.05108  C4 1.843, H19 1.433
8 H 1.07616 -2.88662 -1.00260  C1 1.115
9 H 2.69172 -2.01113 -1.03848  C1 1.130
10 H 2.37311 -3.00146 0.35560  C1 1.090
11 H 0.30282 2.63576 1.10978  C2 1.038
12 H 1.03759 2.93330 -0.22997  C2 1.075
13 H -0.64738 3.25664 -0.00022  C2 1.005
14 H 2.15970 -0.54226 0.90180  C3 1.061
15 H 0.68548 -1.43150 1.23076  C3 1.225
16 H -1.64489 0.75852 1.31555  C4 1.165
17 H -2.92722 1.10249 -0.07460  C4 1.117
18 H -0.30442 1.14011 -2.20271  Si6 1.546
19 H -3.84993 -1.02315 0.75886  S7 1.433

Results of the Mulliken charge analysis, in e, for atoms 1 through 5:
1. C -1.05
2. C -1.39
3. C -0.22
4. C -0.64
5. O -0.14

=====

(4)
Here is a cluster of 2 separate species, C4H12S in total in a non-equilibrium geometry from OMol25. Energies are from the ωB97M-V functional and the def2-TZVPD basis.

As for the total charge: -1. Its orbital gap (spin up / spin down) is 2.135 / 8.405 eV. The value obtained for the total energy is -15176.0877 eV. The value obtained for the energy above the lowest of the compared OMol25 structures with the same formula, charge and spin is 28.04 kJ/mol. Its spin multiplicity is 2. For the HOMO energy (spin up / spin down), the calculation gives 1.27 / -5.08 eV.

Last columns: bonded neighbours and bond lengths (Å).
Atoms and positions in Å:
1 C 1.13800 2.04691 -1.77776  C2 1.532, H3 1.086, H4 1.097, H5 1.075
2 C -0.32486 2.49897 -1.82186  C1 1.532, H6 1.094, H7 1.093, H8 1.091
3 H 1.80263 2.61457 -1.13294  C1 1.086
4 H 1.11357 0.99313 -1.47451  C1 1.097
5 H 1.51755 2.03990 -2.78316  C1 1.075
6 H -0.92089 2.16830 -0.96561  C2 1.094
7 H -0.83615 1.96812 -2.62945  C2 1.093
8 H -0.36877 3.58667 -1.89906  C2 1.091
9 C 1.02810 -2.09423 1.96145  S11 1.818, H12 1.087, H13 1.053, H14 1.086
10 C -1.72486 -1.88700 1.31308  S11 1.822, H15 1.087, H16 1.095, H17 1.086
11 S -0.61585 -2.50213 2.62072  C9 1.818, C10 1.822
12 H 1.56876 -1.62039 2.77710  C9 1.087
13 H 1.53076 -2.95643 1.62458  C9 1.053
14 H 0.92112 -1.41711 1.11933  C9 1.086
15 H -2.72075 -1.63984 1.67314  C10 1.087
16 H -1.86796 -2.72165 0.61949  C10 1.095
17 H -1.24039 -1.07778 0.77545  C10 1.086

Results of the Mulliken charge analysis, in e, for atoms 1 through 5:
1. C -1.95
2. C -1.72
3. H 0.58
4. H 0.67
5. H 0.37

=====

(5)
Here is a cluster of 2 separate species, C4H12S in total in a non-equilibrium geometry from OMol25. Energies are from the ωB97M-V functional and the def2-TZVPD basis.

As for the total charge: -1. Its orbital gap (spin up / spin down) is 2.084 / 8.652 eV. The value obtained for the total energy is -15175.7176 eV. The value obtained for the energy above the lowest of the compared OMol25 structures with the same formula, charge and spin is 63.75 kJ/mol. Its spin multiplicity is 2. For the HOMO energy (spin up / spin down), the calculation gives 1.42 / -4.95 eV.

Last columns: bonded neighbours and bond lengths (Å).
Atoms and positions in Å:
1 C -0.48777 -0.17161 -1.40170  S3 1.820, H4 1.089, H5 1.092, H6 1.091
2 C -1.82198 2.11529 -2.63451  S3 1.816, H7 1.085, H8 1.087, H9 1.097
3 S -1.49151 1.30378 -1.04341  C1 1.820, C2 1.816
4 H 0.36359 -0.07605 -0.72876  C1 1.089
5 H -1.01149 -1.07684 -1.08715  C1 1.092
6 H -0.08222 -0.23122 -2.41224  C1 1.091
7 H -1.99682 1.37520 -3.40842  C2 1.085
8 H -1.18154 2.96298 -2.86418  C2 1.087
9 H -2.80366 2.52411 -2.36598  C2 1.097
10 C 1.71825 -1.75109 2.05753  C11 1.536, H12 1.088, H13 1.100, H14 1.085
11 C 0.98168 -0.44177 2.37609  C10 1.536, H15 1.104, H16 1.092, H17 1.089
12 H 2.52304 -1.61105 1.33845  C10 1.088
13 H 2.17523 -2.13270 2.98221  C10 1.100
14 H 1.00728 -2.49958 1.72402  C10 1.085
15 H 0.02762 -0.43482 1.82145  C11 1.104
16 H 1.52674 0.49933 2.27354  C11 1.092
17 H 0.55356 -0.35397 3.37305  C11 1.089

Results of the Mulliken charge analysis, in e, for atoms 1 through 5:
1. C -1.06
2. C -1.05
3. S -0.60
4. H -0.44
5. H 0.15